Arrangement A

This record from OMol25 describes 13 unconnected molecules or ions with the total composition H26O13. The level of theory is ωB97M-V/def2-TZVPD.

Computed properties:
Gap between HOMO and LUMO ... 9.61 eV
Molecular weight ... 234.19 g/mol

The geometry in ORCA input format:
```
! RIJCOSX wB97M-V def2-TZVPD def2/J DEFGRID3
* xyz 0 1
H 0.97312 0.05552 0.54140
H 0.57943 -0.47623 -0.82691
H 3.17385 0.46948 5.15372
H 1.94910 -0.20058 4.55284
H -1.14668 1.18220 3.60408
H -2.60062 0.83330 3.33137
H 1.30743 -2.73224 0.89747
H 2.08063 -2.80253 -0.40915
H -3.14414 -1.14111 -1.25636
H -3.36763 -2.38995 -0.41940
H -0.33072 -5.66930 -2.37900
H 0.03771 -4.24920 -2.77601
H 0.20252 0.20421 -3.61904
H -1.21399 0.21343 -4.16990
H -1.60562 0.71206 0.87842
H -1.70143 2.12089 1.44062
H 0.40622 5.31073 0.97089
H 0.94000 4.33656 -0.06647
H -3.11908 0.10975 -2.53625
H -3.17961 1.61427 -2.74311
H 4.19657 -2.16474 2.45996
H 2.68801 -2.34903 2.44215
H 1.49200 2.17560 -5.29025
H 1.25476 1.61560 -3.89736
H 1.64742 1.49539 1.60953
H 1.06925 2.88586 1.81536
O 0.69973 0.34472 -0.33644
O 2.58938 0.50073 4.38794
O -1.84877 0.58211 3.87966
O 2.11298 -2.41593 0.47316
O -3.81505 -1.79593 -1.03255
O -0.22559 -4.78211 -2.01728
O -0.32549 -0.10623 -4.36323
O -1.53958 1.20754 1.70251
O 0.16254 4.86214 0.15335
O -3.62764 0.89077 -2.29056
O 3.50465 -2.79138 2.69986
O 1.17895 1.38820 -4.83092
O 0.81032 1.97038 1.66093
*
```


Arrangement B

This record from OMol25 describes 13 unconnected molecules or ions with the total composition H26O13. The level of theory is ωB97M-V/def2-TZVPD.

Computed properties:
Gap between HOMO and LUMO ... 8.90 eV
Molecular weight ... 234.19 g/mol

The geometry in ORCA input format:
```
! RIJCOSX wB97M-V def2-TZVPD def2/J DEFGRID3
* xyz 0 1
H 0.96987 0.76832 -0.49734
H 0.18200 0.40218 0.74263
H -3.17057 -0.26770 -2.41708
H -3.06594 -1.74410 -2.46291
H 4.67347 3.16667 -0.55782
H 4.77204 3.71033 0.86357
H -2.61369 3.05311 0.68129
H -1.21170 3.89436 0.93447
H 3.15463 -2.88203 -1.15542
H 1.84021 -2.98384 -1.73946
H -2.78235 -1.70900 1.46068
H -3.36833 -2.52608 0.43686
H 2.81502 1.85678 -1.38100
H 3.63454 1.18757 -2.44604
H -1.88747 2.05693 2.77408
H -2.26983 0.57064 2.72374
H -4.15541 0.23896 0.40713
H -2.78364 0.56840 0.00897
H -0.30712 -1.04625 -1.72392
H 1.25634 -0.78902 -1.57694
H 2.76566 -1.22846 2.98160
H 3.89923 -1.77072 3.73079
H -0.83173 2.02900 -1.72020
H -1.72827 0.77806 -1.99761
H 0.00150 -2.49266 0.70265
H 0.12957 -3.85378 1.17449
O 0.95575 0.17150 0.16962
O -2.48384 -1.01657 -2.41252
O 4.68146 2.94409 0.40089
O -2.20684 3.80004 1.12051
O 2.23033 -3.19526 -0.96733
O -3.02651 -1.70320 0.53671
O 2.74779 1.36580 -2.23302
O -2.43119 1.34121 3.15266
O -3.43309 -0.09684 -0.24033
O 0.44864 -0.63873 -2.14224
O 3.21859 -2.02736 3.07458
O -0.88362 1.06038 -1.89703
O 0.26451 -2.99275 1.49031
*
```


Energetically preferred structure: arrangement A | next structure: +74.7 kcal/mol


Arrangement A

This record from OMol25 describes 13 unconnected molecules or ions with the total composition H26O13. The level of theory is ωB97M-V/def2-TZVPD.

Computed properties:
Gap between HOMO and LUMO ... 10.47 eV
Molecular weight ... 234.20 g/mol

The geometry in ORCA input format:
```
! RIJCOSX wB97M-V def2-TZVPD def2/J DEFGRID3
* xyz 0 1
O 3.39986 -0.76025 0.92041
H 2.95318 -1.53193 1.28580
H 3.80128 -0.96531 0.03557
O -2.60153 2.72708 1.61301
H -2.09892 3.07537 2.36267
H -2.40765 3.45315 1.00570
O 1.84337 0.03411 -1.19972
H 1.23086 0.65648 -0.83598
H 2.64227 -0.16208 -0.68271
O -3.43947 -0.29763 0.92206
H -3.87503 0.11718 1.67484
H -3.11354 0.53647 0.54468
O -0.96947 1.35815 0.31620
H -0.09914 1.22952 0.70827
H -0.86098 2.26626 0.00649
O 1.80551 -1.30874 3.04737
H 1.72759 -0.35480 2.92722
H 0.95390 -1.76267 2.91834
O 3.28135 -2.28745 -1.12264
H 2.68856 -1.97789 -1.83046
H 2.55282 -2.38137 -0.48798
O -2.87001 -2.93537 -1.09199
H -2.91139 -2.10271 -0.60161
H -1.90866 -2.97680 -1.19084
O -2.74128 0.50788 -3.23682
H -3.18567 0.61975 -2.40990
H -2.50962 -0.41591 -3.30420
O 2.21844 1.42791 1.86107
H 3.15509 1.20407 1.84882
H 2.11044 2.12916 2.51313
O 0.60402 3.36452 -1.52409
H 0.33054 4.18417 -1.09658
H -0.21985 3.20538 -2.01139
O -0.36381 -1.85825 1.52215
H -0.64915 -1.06980 2.00767
H -1.12072 -2.42715 1.73221
O 0.02049 -1.38589 -3.24255
H 0.17630 -2.32519 -3.28355
H 0.45002 -0.80943 -2.62068
*
```


Arrangement B

This record from OMol25 describes 13 unconnected molecules or ions with the total composition H26O13. The level of theory is ωB97M-V/def2-TZVPD.

Computed properties:
Gap between HOMO and LUMO ... 9.20 eV
Molecular weight ... 234.19 g/mol

The geometry in ORCA input format:
```
! RIJCOSX wB97M-V def2-TZVPD def2/J DEFGRID3
* xyz 0 1
H 1.01169 -0.25542 -1.20244
H -0.02622 -0.62261 -0.05656
H -2.20295 2.89842 2.09996
H -0.98256 2.87302 1.24814
H 0.56365 -2.75603 -2.23500
H -0.67110 -2.05691 -2.89714
H -1.24394 0.75498 2.67776
H -1.03142 0.64944 1.08746
H -2.44234 2.07659 -1.39924
H -2.21182 0.79706 -0.80881
H 0.92315 2.21463 -4.74163
H -0.52808 1.88354 -4.33577
H 2.63813 -0.60534 -3.46585
H 3.30801 -0.87455 -2.10987
H 5.06619 -0.76100 0.05286
H 3.88658 0.09207 -0.19794
H -2.69706 -2.21478 4.20875
H -2.07248 -0.85490 3.79962
H 1.42432 -3.08885 0.97347
H 2.28888 -1.93659 1.17560
H 2.09381 4.46314 -2.68603
H 1.04358 4.26030 -1.75330
H -3.40949 0.84418 3.35968
H -3.97727 1.41576 2.22389
H -0.19992 -4.39547 2.25604
H -0.93318 -3.62218 3.31321
O 0.12959 -0.66500 -0.99799
O -1.20142 3.11585 2.16905
O 0.19316 -1.92385 -2.65456
O -1.55909 0.31984 1.83864
O -2.87882 1.43405 -0.83815
O 0.25600 1.48288 -4.53002
O 3.32322 -1.05078 -3.07433
O 4.85326 0.20714 -0.14867
O -2.59113 -1.57639 3.39566
O 2.09248 -2.66876 0.47783
O 1.90625 4.04258 -1.84683
O -3.45490 0.63473 2.45740
O -0.68677 -4.53079 3.16509
*
```


Arrangement C

This record from OMol25 describes 13 unconnected molecules or ions with the total composition H26O13. The level of theory is ωB97M-V/def2-TZVPD.

Computed properties:
Gap between HOMO and LUMO ... 10.22 eV
Molecular weight ... 234.20 g/mol

The geometry in ORCA input format:
```
! RIJCOSX wB97M-V def2-TZVPD def2/J DEFGRID3
* xyz 0 1
O 2.07861 -3.22744 -1.56125
H 1.99081 -2.97380 -2.48381
H 1.21259 -3.10005 -1.18336
O 3.07050 -0.02850 2.09252
H 3.16504 0.83764 1.68909
H 2.71716 0.14427 2.96743
O -1.20375 -2.09403 0.68940
H -2.14509 -2.24835 0.80348
H -0.85073 -1.78447 1.53146
O 0.60046 -0.97211 3.09703
H 0.01030 -0.21124 3.27029
H 1.33821 -1.02611 3.70275
O 3.48452 -0.23198 -1.25097
H 3.52867 -0.11242 -2.20325
H 2.65415 -0.72657 -1.10137
O 1.17438 0.97685 0.56897
H 1.34552 0.26480 1.19361
H 0.89372 1.83899 0.72569
O -0.78160 1.28545 -1.29796
H -1.31114 1.84826 -1.88766
H -0.73153 0.47555 -1.84475
O -4.08128 0.59300 0.04626
H -3.99810 1.39976 0.55689
H -3.51937 0.00116 0.55357
O -1.58425 0.11669 3.92149
H -1.97952 0.78083 3.34111
H -1.86572 -0.72999 3.55883
O -1.47832 -1.35798 -3.30287
H -0.50761 -1.40787 -3.38231
H -1.48687 -2.26643 -2.95982
O -2.56247 2.66816 1.19717
H -2.95915 3.31199 0.60431
H -1.94050 2.31531 0.54022
O 0.91564 2.44467 -2.93645
H 0.19575 2.10135 -2.36393
H 1.54626 2.97944 -2.45495
O 0.98731 -0.83363 -1.81863
H 1.19544 0.10697 -1.69857
H 0.88196 -1.15818 -0.91963
*
```


Energetically preferred structure: arrangement A | next structure: +6.3 kcal/mol